[1]
2 unconnected molecules or ions with the total composition C2H3ClN2O at a distorted geometry, computed with the ωB97M-V functional and the def2-TZVPD basis.

Geometry (Å):
C  -1.409970  -0.998407  0.694337
C  1.680036  0.643658  -0.527138
N  -1.282583  -0.224133  -0.277347
N  -0.984694  0.613636  -0.976881
O  2.546789  -0.162680  -0.720495
Cl  1.555417  1.591187  0.852273
H  -0.890283  -0.609304  1.525747
H  -2.023915  -1.792577  0.690063
H  0.809204  0.938619  -1.260558

Forces on atoms 1 to 3 (eV/Å):
1.3 0.8 1.4
0.0 -0.9 -3.3
0.5 1.9 -1.7

Calculated values
Energy relative to the best compared isomer or geometry (same formula, charge and spin): 271.54 kJ/mol


[2]
A molecular structure, C47H82F30N10O25S10 at a distorted geometry, computed with the ωB97M-V functional and the def2-TZVPD basis.

Geometry (Å):
C  17.949865  14.446740  9.783580
C  19.297535  14.510430  10.446520
C  20.378315  14.862550  9.484040
C  20.314405  16.318600  8.931630
C  20.496895  17.318330  10.083430
C  19.408255  17.159670  11.163470
N  19.193035  15.665020  11.437320
O  18.573765  15.366380  12.704050
C  17.949865  17.791750  10.783310
C  19.978225  17.685270  12.486230
C  19.726835  13.117250  11.023360
H  17.814795  15.225730  9.033230
H  17.155355  14.593970  10.515150
H  17.792415  13.492180  9.281450
H  20.417635  14.172140  8.641490
H  21.373205  14.768030  9.919200
H  19.427355  16.489120  8.321580
H  21.157015  16.466430  8.256170
H  20.564225  18.332820  9.690510
H  21.452425  17.194510  10.593060
H  17.492525  17.382050  9.882710
H  18.115525  18.844020  10.552250
H  17.307455  17.754440  11.663100
H  19.269655  17.566870  13.305990
H  20.328375  18.711760  12.377520
H  20.852215  17.112270  12.795930
H  18.971455  12.626600  11.637170
H  20.589925  13.067960  11.687240
H  19.841825  12.346200  10.261540
C  19.654965  19.319660  23.095470
C  18.497965  20.343900  22.916880
C  18.667955  21.600090  23.808640
C  19.679345  22.650730  23.282440
C  19.176075  23.072410  21.885990
C  18.849365  21.980680  20.776880
N  18.391775  20.692330  21.435350
O  18.084985  19.611220  20.515350
C  20.294665  21.642400  20.209940
C  17.813885  22.528310  19.760140
C  17.147765  19.609820  23.246660
H  19.810985  19.091470  24.149840
H  20.656025  19.560840  22.737980
H  19.325215  18.404750  22.603220
H  19.129995  21.369290  24.768510
H  17.691565  22.018560  24.052870
H  20.667435  22.204250  23.170880
H  19.880135  23.452090  23.993500
H  19.956385  23.654750  21.396000
H  18.243775  23.555630  22.178230
H  20.621115  22.402270  19.499920
H  20.335415  20.691550  19.678590
H  21.114985  21.645500  20.927690
H  18.172265  23.474340  19.354310
H  16.891615  22.744940  20.299210
H  17.613685  21.806650  18.968160
H  16.293035  20.172540  22.871320
H  16.959965  19.406030  24.300840
H  17.035705  18.672250  22.702150
C  15.994955  13.037050  21.523310
C  16.062035  12.552000  20.098870
C  17.477975  12.063050  19.677270
C  17.777005  10.719600  20.174330
C  16.792905  9.638350  19.726620
C  15.330405  9.992420  20.184030
N  15.010355  11.390500  19.920810
O  13.727505  11.797790  20.025920
C  15.104565  9.693330  21.680960
C  14.473175  9.067510  19.262760
C  15.622105  13.683130  19.212880
H  15.979675  12.333620  22.355810
H  15.094345  13.606180  21.753750
H  16.825325  13.702020  21.760800
H  18.285255  12.786300  19.792590
H  17.578645  11.985980  18.594670
H  17.741275  10.855150  21.255280
H  18.804465  10.389570  20.021040
H  17.074615  8.673400  20.148070
H  16.838645  9.486610  18.648200
H  15.135905  8.604430  21.718620
H  14.096965  10.006600  21.954300
H  15.788985  10.240040  22.329630
H  13.432475  9.390740  19.286640
H  14.463135  8.036530  19.616410
H  14.781145  9.141080  18.219760
H  16.451735  14.378330  19.084390
H  14.782625  14.246920  19.619710
H  15.342605  13.389210  18.201150
C  12.295855  16.615620  12.311530
N  13.097385  15.468200  11.735560
C  14.602575  15.892540  11.734100
C  12.840035  14.187110  12.525590
C  12.638395  15.158380  10.294220
C  12.192865  16.285600  9.367460
O  13.317645  17.192980  9.230320
H  11.235405  16.392280  12.194640
H  12.607835  17.419560  11.644860
H  12.701915  16.806130  13.304980
H  14.823935  15.966960  12.798790
H  14.749495  16.821580  11.183300
H  15.226735  15.037550  11.474250
H  11.795975  14.124760  12.832450
H  13.310515  14.238630  13.507470
H  13.165585  13.269850  12.034930
H  11.840565  14.447000  10.507560
H  13.431515  14.511620  9.919040
H  11.283655  16.819650  9.643560
H  11.811175  15.975630  8.394660
H  13.315895  17.475400  8.312800
C  16.910405  18.905280  17.512690
N  16.069075  17.758340  16.964950
C  15.300175  17.089580  18.089970
C  15.151605  18.379030  15.928950
C  16.994515  16.842890  16.242200
C  16.536035  15.344000  15.930510
O  15.370455  15.300450  15.216620
H  17.490985  18.414580  18.293870
H  16.205755  19.567850  18.015260
H  17.430425  19.355060  16.666890
H  14.698735  17.792420  18.666500
H  15.989825  16.664030  18.818940
H  14.690675  16.303960  17.643420
H  14.342345  17.713760  15.627910
H  15.765105  18.679350  15.079520
H  14.736435  19.299220  16.340030
H  17.877375  16.746990  16.874220
H  17.486645  17.306630  15.387300
H  16.432495  14.706560  16.808600
H  17.341465  14.793470  15.444410
H  15.004215  14.423830  15.354500
C  10.324745  13.367650  23.536380
F  9.209225  12.582880  23.772530
F  10.945335  13.878400  24.643130
F  11.170355  12.552560  22.825360
S  9.885285  14.808120  22.216190
O  9.687935  14.211130  20.873970
O  8.689925  15.447760  22.772140
N  11.157455  15.968510  22.364720
S  12.222975  15.542600  21.360070
O  12.665525  14.166260  21.412010
O  11.940005  16.026210  19.961990
C  13.745565  16.604480  21.954120
F  13.493035  17.925990  21.835390
F  13.985455  16.292340  23.274360
F  14.838435  16.208430  21.290920
C  16.454465  11.802990  13.864880
F  17.135995  12.977780  13.856340
F  15.498555  11.823440  12.910770
F  17.242335  10.801270  13.540460
S  15.591095  11.372990  15.525540
O  15.059015  9.975570  15.335810
O  16.563465  11.495450  16.580700
N  14.507675  12.709320  15.713280
S  13.108165  12.130900  15.941710
O  12.361095  11.713790  14.724470
O  13.022775  11.193720  17.030730
C  12.229185  13.763240  16.548030
F  11.033955  13.433140  16.994890
F  12.971465  14.308330  17.570110
F  12.149535  14.622360  15.494570
C  17.961945  21.446320  11.899510
F  16.888795  20.837110  11.437840
F  19.166855  21.017960  11.400760
F  17.822195  22.750300  11.546050
S  17.983865  21.385450  13.834750
O  16.796565  22.066040  14.309900
O  18.088165  19.980620  14.167180
N  19.442955  22.240190  14.321330
S  19.026635  22.698590  15.705680
O  18.596585  24.109590  15.745990
O  18.203025  21.814760  16.533640
C  20.811915  22.682520  16.468240
F  20.699125  23.380350  17.612860
F  21.228775  21.464430  16.618910
F  21.754895  23.296550  15.752030
C  25.327295  17.204040  22.842740
F  26.069775  18.145590  23.365010
F  26.021435  16.629210  21.899490
F  25.027905  16.330380  23.752690
S  23.775155  18.036760  22.080190
O  23.008465  18.501590  23.229640
O  24.363395  19.042590  21.189250
N  23.005175  16.747310  21.190400
S  22.393385  17.578060  20.062220
O  21.744115  18.836660  20.441170
O  23.232175  17.531560  18.878930
C  20.777995  16.587940  19.598630
F  21.079915  15.282710  19.320650
F  19.888725  16.530430  20.537250
F  20.294105  17.071530  18.411770
C  11.417565  21.146880  18.121670
F  10.259315  20.745480  18.599120
F  11.729045  20.785230  16.897660
F  11.567665  22.383790  18.235650
S  12.775795  20.139550  19.172850
O  12.298295  18.809850  19.144810
O  14.023775  20.280480  18.387560
N  12.672915  20.862100  20.758040
S  13.963735  21.644940  20.745730
O  15.116885  20.776470  20.847220
O  14.040095  22.730610  19.762300
C  13.944045  22.468190  22.444970
F  13.743455  21.483390  23.382060
F  15.129165  23.013540  22.626050
F  12.955505  23.445510  22.561880

Forces on atoms 1 to 3 (eV/Å):
-1.4 0.4 -0.3
1.4 -1.3 0.6
1.3 1.9 -1.6


[3]
A molecular structure, C38H29BrNO13 at a distorted geometry, computed with the ωB97M-V functional and the def2-TZVPD basis.

Geometry (Å):
C  1.419246  4.566483  5.637568
C  1.184443  4.655778  4.052221
O  -0.110629  4.164875  3.591308
C  -1.173530  4.804095  4.283743
C  -1.334530  6.354059  4.250308
N  -2.378856  7.056411  4.974099
C  -3.376912  6.349653  5.765262
C  -3.385101  4.797854  5.869282
C  -2.254106  4.032676  5.120926
C  -2.246367  2.439352  5.211124
O  -2.888656  1.828182  4.316055
O  -1.559404  1.709681  6.238155
Br  -0.216360  0.806816  5.299004
H  1.350344  5.591262  6.171183
H  2.484422  4.195987  5.807566
H  0.710112  3.863011  6.192081
H  1.276738  5.776007  3.770943
H  2.012548  4.055933  3.519642
H  -0.600721  6.962316  3.631503
H  -2.445577  8.084157  4.957432
H  -4.213164  6.904292  6.332703
H  -4.167106  4.222295  6.461165
C  -0.721218  -3.257495  1.201143
C  -0.588658  -2.809427  2.450103
C  -0.295975  -1.388095  2.726146
O  -0.171989  -0.977417  3.871165
C  -0.157561  -0.481487  1.568496
C  -0.290067  -0.928481  0.319690
C  -0.582671  -2.350293  0.041575
O  -0.705602  -2.758724  -1.097817
H  -0.934740  -4.295810  0.979505
H  -0.687573  -3.459396  3.310908
H  0.056266  0.556893  1.790080
H  -0.190818  -0.278283  -0.538848
C  2.200397  -5.732404  -5.147576
C  2.752094  -4.676989  -5.747472
C  2.572252  -3.310875  -5.213496
O  3.073565  -2.345802  -5.761193
C  1.758752  -3.159894  -3.988456
C  1.206887  -4.214868  -3.388559
C  1.386986  -5.581623  -3.922851
O  0.884893  -6.545103  -3.374446
H  2.321074  -6.739731  -5.525672
H  3.350779  -4.770196  -6.644918
H  1.637706  -2.152063  -3.610439
H  0.607709  -4.120984  -2.491424
C  3.357397  -1.757245  3.038725
C  4.104275  -2.803764  2.684327
C  5.407282  -2.622284  2.009346
O  6.087673  -3.575338  1.684220
C  5.850227  -1.236651  1.744381
C  5.102906  -0.190434  2.099019
C  3.800557  -0.372064  2.773601
O  3.117834  0.583273  3.099676
H  2.400576  -1.871637  3.533222
H  3.794841  -3.824617  2.871794
H  6.806846  -1.122031  1.250190
H  5.412194  0.830387  1.911680
C  -2.776039  -5.206572  -6.759357
C  -3.965726  -4.707608  -6.420866
C  -4.089317  -3.367114  -5.809916
O  -5.173689  -2.911694  -5.498836
C  -2.844049  -2.600929  -5.590388
C  -1.654722  -3.099802  -5.928814
C  -1.531161  -4.440303  -6.539715
O  -0.445673  -4.895044  -6.850315
H  -2.666908  -6.186501  -7.206914
H  -4.887114  -5.255220  -6.575503
H  -2.953062  -1.620962  -5.142754
H  -0.733117  -2.552141  -5.774137
C  -0.464461  2.275856  -2.821393
C  -1.248781  2.888444  -3.709423
C  -2.352178  3.772258  -3.276667
O  -3.068828  4.329528  -4.084471
C  -2.551102  3.951666  -1.822320
C  -1.766593  3.338969  -0.934942
C  -0.663714  2.455601  -1.367943
O  0.054794  1.896910  -0.556824
H  0.347650  1.624754  -3.120490
H  -1.116020  2.768263  -4.777492
H  -3.363074  4.602605  -1.523063
H  -1.899053  3.458810  0.133447

Forces on atoms 1 to 3 (eV/Å):
0.3 0.2 0.4
1.7 1.1 0.8
-2.3 1.5 2.1

Calculated values
Total charge: +1


[4]
2 unconnected molecules or ions with the total composition C4H5N3 at a distorted geometry, computed with the ωB97M-V functional and the def2-TZVPD basis.

Geometry (Å):
N  -3.314518  -0.314728  -0.032552
C  -2.264175  -0.477983  0.430662
C  -0.968915  -0.509460  1.032236
C  0.036468  -1.283691  0.648966
N  1.064006  -1.765357  0.212718
H  -0.910517  -0.078870  2.017333
H  1.625370  -0.936925  -0.254440
C  1.320695  0.954046  -0.883527
N  0.432858  1.305170  -0.036128
H  1.089054  0.714976  -1.920933
H  2.347369  1.187126  -0.697883
H  -0.457694  1.205697  -0.516452

Forces on atoms 1 to 3 (eV/Å):
1.0 -0.3 0.4
-0.6 0.4 -0.7
-0.6 -1.4 0.8

Calculated values
Energy relative to the best compared isomer or geometry (same formula, charge and spin): 370.77 kJ/mol
Structure (SMILES): N#CC=C=N.C=N


Going through the records in order, we get orbital gap values of 9.50; 2.03; 6.14; 9.98 eV.